{"formula": "C14H18AlN2O3S2", "method": "ωB97M-V/def2-TZVPD", "symbols": ["C", "C", "C", "C", "O", "C", "C", "N", "C", "C", "C", "C", "C", "S", "O", "O", "C", "S", "C", "C", "N", "H", "H", "H", "H", "H", "H", "H", "H", "H", "H", "H", "H", "H", "H", "H", "H", "H", "H", "Al"], "positions_angstrom": [[4.07, -0.41, 0.45], [3.55, -0.83, -1.00], [3.72, -2.42, -1.17], [2.34, -3.18, -1.26], [1.67, -3.39, 0.03], [0.73, -2.42, 0.12], [-0.59, -2.61, -0.64], [-1.62, -1.72, -0.68], [-1.32, -0.60, 0.06], [-2.37, 0.51, 0.07], [-3.67, 0.29, -0.76], [-2.19, 1.77, 0.79], [-3.25, 2.91, 0.79], [-3.41, 3.78, -0.83], [-4.02, 5.08, -0.53], [-2.10, 3.96, -1.46], [-0.89, 1.93, 1.61], [-0.53, 3.38, 2.57], [0.15, 0.83, 1.61], [-0.03, -0.41, 0.86], [1.02, -1.34, 0.89], [5.17, -0.18, 0.40], [3.58, 0.53, 0.82], [3.93, -1.25, 1.19], [4.20, -0.27, -1.73], [2.49, -0.49, -1.20], [4.21, -2.55, -2.18], [4.42, -2.86, -0.43], [2.57, -4.20, -1.71], [1.71, -2.65, -2.04], [-0.71, -3.56, -1.23], [-4.40, 1.13, -0.70], [-3.35, 0.20, -1.84], [-4.20, -0.67, -0.51], [-4.26, 2.55, 1.14], [-2.96, 3.71, 1.54], [-4.31, 3.14, -1.68], [0.29, 2.91, 3.58], [1.10, 0.96, 2.20], [-0.73, -1.56, 2.87]], "lowdin_charge": [-0.120, -0.222, -0.131, -0.115, 0.026, -0.266, 0.166, 0.205, -0.087, -0.066, -0.004, -0.107, -0.195, 0.739, -0.273, -0.306, -0.344, 1.183, -0.047, -0.407, 0.152, 0.097, 0.057, 0.070, 0.122, 0.085, 0.145, 0.136, 0.159, 0.145, 0.189, 0.072, 0.133, 0.123, 0.154, 0.100, 0.126, 0.009, 0.145, 1.155], "gap_ev": 3.3, "total_energy_ev": -52160.89854, "spin_multiplicity": 1, "lumo_ev": -15.88, "total_charge": 3, "e_above_lowest_kcal_mol": 0.0}

---

{"formula": "C14H18BO14S", "method": "ωB97M-V/def2-TZVPD", "symbols": ["C", "C", "O", "O", "C", "C", "C", "C", "C", "C", "C", "C", "O", "S", "O", "O", "O", "H", "H", "H", "H", "H", "H", "H", "H", "H", "H", "H", "H", "H", "H", "H", "H", "H", "H", "B", "O", "C", "O", "C", "O", "O", "O", "C", "O", "C", "O", "O"], "positions_angstrom": [[1.44, -3.14, 1.96], [1.87, -2.34, 0.75], [2.52, -2.82, -0.17], [1.41, -1.05, 0.76], [2.43, -0.12, 1.15], [1.82, 1.25, 1.50], [0.29, 1.25, 1.47], [-0.30, 0.53, 2.68], [-1.83, 0.45, 2.55], [-2.17, -0.72, 1.63], [-3.67, -0.94, 1.44], [-4.29, -0.28, 0.19], [-5.33, 0.59, 0.69], [-5.90, -0.18, 1.96], [-6.59, -1.34, 1.53], [-6.61, 0.70, 2.80], [-4.49, -0.58, 2.57], [1.94, -2.76, 2.85], [1.64, -4.18, 1.77], [0.38, -2.96, 2.10], [3.00, -0.46, 2.01], [3.11, 0.00, 0.31], [2.09, 1.51, 2.52], [2.17, 2.01, 0.82], [-0.11, 0.87, 0.55], [-0.07, 2.27, 1.55], [0.05, -0.50, 2.71], [0.02, 1.03, 3.59], [-2.28, 0.27, 3.52], [-2.16, 1.39, 2.11], [-1.74, -1.61, 2.07], [-1.75, -0.50, 0.65], [-3.78, -2.00, 1.28], [-3.60, 0.16, -0.51], [-4.83, -1.08, -0.32], [2.72, 1.17, -4.23], [3.95, 1.76, -4.78], [4.68, 0.80, -5.33], [5.74, 0.94, -5.87], [3.93, -0.52, -5.17], [4.29, -1.60, -5.55], [2.79, -0.27, -4.52], [2.60, 1.43, -2.78], [1.49, 2.10, -2.55], [1.10, 2.46, -1.47], [0.78, 2.33, -3.88], [-0.26, 2.90, -4.04], [1.51, 1.78, -4.84]], "lowdin_charge": [0.021, -0.496, 0.121, -0.061, -0.150, -0.147, -0.213, -0.202, -0.171, -0.126, -0.308, -0.110, -0.169, 0.578, -0.223, -0.208, -0.146, 0.088, 0.082, 0.068, 0.122, 0.126, 0.104, 0.094, 0.099, 0.118, 0.089, 0.112, 0.111, 0.121, 0.111, 0.119, 0.145, 0.139, 0.120, -0.865, 0.227, -0.397, 0.143, -0.396, 0.146, 0.230, 0.231, -0.386, 0.138, -0.400, 0.141, 0.231], "gap_ev": 9.3, "total_energy_ev": -54993.91204, "spin_multiplicity": 1, "lumo_ev": 2.12, "total_charge": -1}

---

{"formula": "C14H18BrNO4S", "method": "ωB97M-V/def2-TZVPD", "symbols": ["C", "C", "C", "H", "H", "C", "N", "S", "O", "O", "C", "C", "C", "C", "C", "C", "H", "H", "H", "H", "Br", "C", "C", "H", "H", "H", "C", "O", "O", "C", "H", "H", "H", "H", "H", "H", "H", "H", "H"], "positions_angstrom": [[-4.71, -1.57, -1.81], [-3.64, -1.92, -1.13], [-2.25, -1.46, -1.45], [-2.26, -0.82, -2.33], [-1.61, -2.33, -1.66], [-1.64, -0.74, -0.24], [-0.24, -0.40, -0.43], [0.89, -1.62, -0.43], [1.44, -1.78, -1.74], [0.31, -2.76, 0.21], [2.20, -0.95, 0.60], [1.99, -0.60, 1.92], [3.02, -0.10, 2.69], [4.28, 0.04, 2.13], [4.51, -0.32, 0.81], [3.46, -0.81, 0.05], [3.60, -1.10, -0.98], [5.49, -0.20, 0.38], [5.09, 0.43, 2.74], [2.84, 0.18, 3.72], [0.28, -0.77, 2.67], [0.21, 0.86, -0.97], [-0.62, 1.42, -2.12], [-1.64, 1.60, -1.82], [-0.59, 0.72, -2.96], [-0.18, 2.37, -2.44], [0.27, 1.81, 0.24], [1.29, 2.05, 0.84], [-0.93, 2.24, 0.59], [-1.01, 2.98, 1.80], [-0.93, 2.31, 2.66], [-1.98, 3.47, 1.80], [-0.21, 3.72, 1.85], [1.24, 0.70, -1.30], [-1.69, -1.40, 0.62], [-2.18, 0.18, -0.01], [-3.72, -2.58, -0.28], [-5.69, -1.92, -1.56], [-4.65, -0.92, -2.67]], "lowdin_charge": [0.005, -0.184, -0.182, 0.102, 0.115, -0.213, -0.229, 0.640, -0.278, -0.290, -0.306, -0.637, -0.110, -0.061, -0.058, -0.049, 0.114, 0.108, 0.109, 0.105, 0.906, -0.274, -0.012, 0.083, 0.088, 0.093, -0.481, 0.115, -0.040, -0.029, 0.084, 0.095, 0.097, 0.145, 0.088, 0.128, 0.105, 0.049, 0.055], "gap_ev": 9.8, "smiles": "C=CCCN([C@@H](C)C(=O)OC)S(=O)(=O)c1ccccc1Br", "total_energy_ev": -105366.86502, "spin_multiplicity": 1, "lumo_ev": 0.61, "e_above_lowest_kcal_mol": 33.0}